{"formula": "C3H5N2O", "method": "ωB97M-V with the def2-TZVPD basis set", "elements": ["O", "N", "N", "C", "C", "C", "H", "H", "H", "H", "H"], "xyz": [[-1.70451, 2.41758, -0.00532], [-0.04506, 0.86325, 0.75266], [-0.88754, 0.24467, -0.97124], [-1.02813, 1.49526, -0.00850], [0.96268, -1.26037, 0.04823], [0.00621, -0.20241, 0.00485], [0.22509, 1.15079, 1.64764], [1.94274, -0.87512, 0.48966], [-1.17123, -0.08886, -1.81328], [0.70012, -2.01982, 0.85712], [0.99963, -1.72497, -1.00182]], "forces_ev_per_a": [[-0.45, 1.12, 0.22], [-0.83, 1.86, 1.07], [2.58, 1.14, 6.28], [-0.38, -2.04, -2.26], [1.07, -2.14, 0.30], [-1.03, 0.54, -3.75], [0.85, -0.01, 1.56], [-1.08, -0.30, -1.15], [-1.02, -1.18, -2.94], [-0.09, 0.59, -1.22], [0.39, 0.41, 1.88]], "multiplicity": 1, "homo_lumo_gap_ev": 10.9, "de_lowest_kj_mol": 192.4, "total_charge": 1, "total_energy_ha": -301.7560}

---

{"formula": "C3H5N2O2", "method": "ωB97M-V with the def2-TZVPD basis set", "elements": ["O", "O", "N", "N", "C", "C", "C", "H", "H", "H", "H", "H"], "xyz": [[2.90942, -0.00339, 0.69889], [0.21832, 1.73479, -0.29331], [-1.40292, 0.25879, 1.20319], [1.31126, -1.04917, -0.63583], [-0.40201, 0.88641, -0.82907], [-1.12114, -0.16903, 0.03615], [2.23277, -0.60072, 0.00076], [1.23290, -1.79537, -1.20220], [-1.47666, -1.06961, -0.44276], [-1.95177, -0.20101, 1.94338], [-0.56786, 0.72778, -1.97744], [-0.98231, 1.28052, 1.49823]], "forces_ev_per_a": [[1.10, 0.40, 0.56], [0.16, 0.96, 0.26], [0.87, 2.35, 1.38], [-0.89, 2.21, 1.42], [-0.45, -1.46, -2.07], [-0.15, 1.36, -0.06], [-0.41, 0.18, 0.18], [0.17, -3.04, -2.21], [-0.15, -0.33, 0.54], [0.36, -0.12, -0.68], [0.44, 0.50, 1.79], [-1.05, -3.00, -1.11]], "multiplicity": 1, "homo_lumo_gap_ev": 9.3, "de_lowest_kj_mol": 112.3, "total_charge": 1, "total_energy_ha": -376.9934}

---

{"formula": "C3H5N2O2S", "method": "ωB97M-V with the def2-TZVPD basis set", "elements": ["S", "O", "O", "N", "N", "C", "C", "C", "H", "H", "H", "H", "H"], "xyz": [[2.90807, 0.39693, 0.33002], [3.25265, 0.36190, -1.01900], [0.96574, -1.91797, 0.36044], [0.00909, -1.14076, 0.08855], [1.37327, 0.70485, 0.45378], [0.14591, 0.38784, 0.29035], [-0.95095, 1.29460, 0.37911], [-1.08648, -1.53738, -0.45665], [-0.44251, 2.28119, 0.52616], [-1.79708, 1.28555, 1.16587], [-1.22887, -2.61999, -0.67479], [-1.84479, -0.96315, -0.83437], [-1.30405, 1.46637, -0.60948]], "forces_ev_per_a": [[-2.36, -0.45, 1.60], [1.21, -0.03, -2.09], [0.34, 1.22, 0.29], [-0.30, 0.37, -0.30], [-0.41, 0.31, 0.22], [2.71, -2.87, 1.00], [-0.86, 3.18, 1.33], [0.50, -2.94, -0.16], [-0.45, -0.62, 0.26], [1.50, -0.90, -1.34], [0.63, 0.89, 0.46], [-1.48, 2.11, -0.28], [-1.02, -0.28, -1.00]], "multiplicity": 1, "homo_lumo_gap_ev": [7.3, 7.3], "de_lowest_kj_mol": 332.2, "total_charge": 1, "total_energy_ha": -775.0412}

---

{"formula": "C3H5N2S", "method": "ωB97M-V with the def2-TZVPD basis set", "elements": ["S", "N", "N", "C", "C", "C", "H", "H", "H", "H", "H"], "xyz": [[2.14780, -0.21475, 0.37556], [-0.32150, -0.10154, -0.29745], [-1.39783, -0.02347, -1.04732], [1.01258, 0.48298, 1.46680], [-0.18899, 0.54977, 0.84219], [1.00918, -0.59179, -0.83680], [1.15135, 1.09920, 2.34357], [-2.28060, -0.08730, -0.54503], [-1.24422, -0.71282, -1.81082], [1.20567, -1.27095, -1.69627], [-1.09344, 0.87065, 1.20558]], "forces_ev_per_a": [[-0.64, -0.17, 0.00], [7.08, -1.73, -1.90], [-1.61, -1.06, -2.92], [0.08, 0.61, -1.40], [0.66, -1.25, 0.53], [-3.14, 1.40, 3.14], [0.81, -0.48, 0.12], [0.24, -0.33, -0.12], [-1.18, 0.84, 0.62], [-0.58, 0.86, 0.69], [-1.71, 1.32, 1.24]], "multiplicity": 1, "homo_lumo_gap_ev": 9.0, "de_lowest_kj_mol": 192.2, "total_charge": 1, "total_energy_ha": -624.6750}

---

{"formula": "C3H5N3", "method": "ωB97M-V with the def2-TZVPD basis set", "elements": ["N", "N", "N", "C", "C", "C", "H", "H", "H", "H", "H"], "xyz": [[1.86491, -0.59272, 0.63671], [0.21477, -0.73632, -1.02727], [-1.52054, 0.39184, -0.18780], [-1.09383, -0.31959, -1.21031], [0.71198, -0.28449, 0.20324], [-0.42717, 0.56209, 0.75287], [-0.76182, 0.24314, 1.73940], [2.04332, -0.15282, 1.53863], [0.75574, -1.33795, -1.63043], [-0.15507, 1.62802, 0.81931], [-1.63228, 0.59881, -1.63433]], "forces_ev_per_a": [[-0.35, 0.18, -0.07], [-0.05, 0.22, -0.11], [0.15, -0.09, 1.05], [-0.05, 1.47, 0.92], [0.09, -0.14, -0.02], [0.21, -0.25, 0.53], [0.24, -0.01, 0.16], [-0.05, -0.08, -0.12], [-0.21, 0.13, 0.05], [-0.09, -0.33, -0.06], [0.10, -1.08, -2.33]], "smiles": "[H]/N=C1\\CN=CN1", "multiplicity": 1, "homo_lumo_gap_ev": 10.1, "de_lowest_kj_mol": 283.1, "total_charge": 0, "total_energy_ha": -281.4822}

---

{"formula": "C3H5N3", "method": "ωB97M-V with the def2-TZVPD basis set", "elements": ["N", "N", "N", "C", "C", "C", "H", "H", "H", "H", "H"], "xyz": [[0.64648, 1.04626, 0.35206], [-0.04711, 1.77945, -0.65442], [0.62493, 2.30714, -1.50011], [-1.14948, -1.23009, -0.30491], [0.58674, -0.04370, 0.99552], [-0.24128, -1.19651, 0.66797], [-1.76357, -2.10013, -0.47131], [-0.08612, -2.06362, 1.29950], [-1.37637, -0.36249, -0.90655], [1.17563, -0.09875, 1.90972], [1.63016, 1.96243, -1.38746]], "forces_ev_per_a": [[1.11, 2.01, 0.29], [-1.45, -2.35, 2.59], [2.33, -0.22, -1.17], [-0.06, 0.19, 0.31], [-1.20, 0.46, -1.28], [-0.26, -0.65, -0.08], [0.01, -0.17, 0.01], [-0.04, -0.10, -0.06], [0.16, 0.09, -0.15], [0.19, 0.05, -0.15], [-0.80, 0.68, -0.31]], "smiles": "[H]/N=N\\N=C/C=C", "multiplicity": 1, "homo_lumo_gap_ev": 9.0, "de_lowest_kj_mol": 375.5, "total_charge": 0, "total_energy_ha": -281.4470}

---

{"formula": "C3H5N3", "method": "ωB97M-V with the def2-TZVPD basis set", "elements": ["N", "N", "N", "C", "C", "C", "H", "H", "H", "H", "H"], "xyz": [[2.40692, -1.10954, 0.57848], [-0.77775, 0.21452, 0.05656], [-0.62356, -1.87558, -0.88478], [-0.23610, 1.53077, 0.32961], [-0.07164, -0.91257, -0.25290], [1.31050, -0.97402, 0.23365], [-0.07487, 2.12012, -0.58268], [-1.70070, 0.17241, -0.35437], [0.71474, 1.44551, 0.86200], [-0.93343, 2.07229, 0.97529], [-0.01411, -2.68391, -0.96087]], "forces_ev_per_a": [[-1.13, 0.21, -0.34], [-0.08, -0.15, -0.12], [0.25, 0.11, 0.18], [0.12, 0.12, 0.07], [-0.23, -0.05, -0.10], [0.98, -0.17, 0.28], [0.01, -0.12, 0.12], [0.05, 0.07, 0.07], [-0.12, -0.03, -0.08], [0.14, -0.08, -0.10], [0.02, 0.09, 0.00]], "smiles": "[H]/N=C(\\C#N)NC", "multiplicity": 1, "homo_lumo_gap_ev": 10.3, "de_lowest_kj_mol": 84.4, "total_charge": 0, "total_energy_ha": -281.5579}

---

{"formula": "C3H5N3", "method": "ωB97M-V with the def2-TZVPD basis set", "elements": ["N", "N", "N", "C", "C", "C", "H", "H", "H", "H", "H"], "xyz": [[-0.86847, -1.40185, -1.46907], [-1.62286, -0.37750, -1.37736], [-1.02599, 0.44214, -0.51230], [0.93115, 0.78960, 0.97146], [0.12031, -0.05736, 0.02033], [0.19677, -1.30572, -0.60917], [1.82969, 0.25869, 1.28506], [0.35779, 1.05176, 1.86988], [1.25632, 1.73814, 0.51546], [0.10675, -2.37300, -0.43437], [-1.47195, 1.33068, -0.36278]], "forces_ev_per_a": [[-1.17, 0.46, -0.42], [0.07, 0.62, -0.52], [0.08, 0.45, -0.05], [0.00, -0.26, 0.00], [-0.37, -0.34, -0.06], [-1.49, -0.33, -0.09], [-0.11, -0.01, -0.02], [0.06, -0.16, -0.19], [-0.16, -0.39, -0.05], [2.85, -0.24, 1.29], [0.24, 0.19, 0.11]], "smiles": "Cc1cnn[nH]1", "multiplicity": 1, "homo_lumo_gap_ev": 10.2, "de_lowest_kj_mol": 230.3, "total_charge": 0, "total_energy_ha": -281.5023}

---

{"formula": "C3H5N3", "method": "ωB97M-V with the def2-TZVPD basis set", "elements": ["N", "N", "N", "C", "C", "C", "H", "H", "H", "H", "H"], "xyz": [[0.98917, -0.10161, -2.09374], [-1.05824, 1.05399, 0.33167], [-0.67716, -0.61989, 2.00517], [0.65106, 0.56760, -1.09057], [-0.43231, -0.21106, -0.52720], [-0.66246, -0.02055, 0.82752], [1.80177, 0.23748, -2.53325], [-0.84739, -0.02513, 2.79546], [-0.91890, -1.02935, -1.10453], [1.16455, 1.49459, -0.73436], [-0.01009, -1.34608, 2.12383]], "forces_ev_per_a": [[1.28, -0.45, -1.83], [-2.10, -0.53, 0.22], [0.09, -0.48, 0.93], [0.98, -2.40, -1.04], [-0.38, 1.75, 0.59], [-0.59, 1.36, 1.37], [1.24, 0.86, -1.10], [-0.06, 0.02, 0.24], [0.10, 1.25, 0.14], [-0.91, -0.84, 0.19], [0.34, -0.55, 0.30]], "smiles": "[H]/N=C/[C@@H]1N=C1N", "multiplicity": 1, "homo_lumo_gap_ev": 9.7, "de_lowest_kj_mol": 345.5, "total_charge": 0, "total_energy_ha": -281.4584}

---

{"formula": "C3H5N3", "method": "ωB97M-V with the def2-TZVPD basis set", "elements": ["N", "N", "N", "C", "C", "C", "H", "H", "H", "H", "H"], "xyz": [[2.09989, -0.42736, -0.10147], [1.83118, 0.82239, 0.03038], [0.55713, -1.27786, -0.04624], [-1.70752, -0.27498, -0.04281], [0.54243, 1.01279, 0.11918], [-0.18672, -0.22185, 0.04225], [3.14652, -0.54262, -0.13506], [0.12674, 2.00389, 0.20805], [-2.00401, -0.02943, -1.07198], [-2.15694, -1.24170, 0.20694], [-2.10783, 0.47417, 0.64796]], "forces_ev_per_a": [[-1.67, -0.35, 0.21], [-0.57, 0.10, 0.01], [3.05, 1.37, -0.31], [0.35, -0.03, 0.12], [-0.23, 0.30, -0.06], [0.43, -0.17, -0.12], [-1.79, -1.26, 0.08], [-0.03, -0.06, -0.01], [0.06, 0.05, 0.33], [0.43, 0.12, -0.01], [-0.03, -0.08, -0.24]], "smiles": "Cc1cn[nH]n1", "multiplicity": 1, "homo_lumo_gap_ev": 10.0, "de_lowest_kj_mol": 266.6, "total_charge": 0, "total_energy_ha": -281.4885}